C22H52F24N2O2P5 | ωB97M-V with the def2-TZVPD basis set

Calculated values
Molecular weight   987.5 g mol⁻¹
Energy   -5233.6479 a.u.
Frontier orbital gap   0.2060 hartree
HOMO energy   -7.78 eV

```
! RIJCOSX wB97M-V def2-TZVPD def2/J DEFGRID3
* xyz -1 1
C -19.580 18.985 17.933
C -19.698 17.561 17.529
C -20.679 17.489 16.262
C -21.141 15.974 16.123
P -22.927 15.679 15.416
C -23.046 16.222 13.629
C -22.488 15.271 12.555
C -21.675 15.903 11.379
C -20.278 16.439 11.588
C -24.221 16.673 16.308
C -24.825 16.217 17.601
C -23.969 15.640 18.726
C -24.778 15.565 20.078
C -23.429 13.925 15.501
C -24.990 13.740 15.216
C -25.324 12.616 14.283
C -24.833 11.180 14.699
H -19.134 19.606 17.157
H -18.951 19.036 18.822
H -20.471 19.480 18.320
H -20.119 17.074 18.409
H -18.710 17.190 17.255
H -20.219 17.842 15.339
H -21.537 18.136 16.446
H -21.009 15.404 17.043
H -20.368 15.492 15.525
H -22.600 17.217 13.629
H -24.090 16.457 13.426
H -23.356 14.701 12.225
H -21.699 14.619 12.929
H -22.378 16.566 10.874
H -21.471 15.119 10.651
H -19.811 16.726 10.646
H -19.624 15.678 12.014
H -20.167 17.355 12.168
H -25.104 16.891 15.707
H -23.652 17.602 16.313
H -25.653 15.520 17.474
H -25.372 17.073 17.996
H -23.100 16.261 18.943
H -23.536 14.694 18.403
H -25.404 16.360 20.484
H -24.111 15.297 20.897
H -25.436 14.705 19.951
H -23.013 13.360 16.335
H -22.878 13.512 14.656
H -25.381 14.640 14.741
H -25.479 13.686 16.188
H -24.934 12.709 13.269
H -26.390 12.498 14.088
H -25.106 10.422 13.965
H -25.250 10.945 15.678
H -23.757 11.077 14.841
C -17.464 11.705 20.317
C -18.757 10.885 20.178
O -19.559 10.886 19.261
N -19.082 9.935 21.387
H -18.368 10.016 22.096
H -19.983 10.205 21.752
C -19.082 8.446 20.985
H -17.039 11.700 19.314
H -16.667 11.187 20.851
H -17.534 12.764 20.568
H -19.999 8.268 20.423
H -18.972 7.894 21.919
H -18.195 8.266 20.378
C -26.421 0.291 20.070
C -25.077 1.010 19.908
O -24.224 0.744 19.041
N -24.793 2.157 20.886
H -25.360 2.173 21.721
H -23.888 1.832 21.196
C -24.711 3.520 20.253
H -26.371 -0.367 20.938
H -26.460 -0.370 19.205
H -27.321 0.907 20.088
H -24.288 4.172 21.018
H -25.760 3.730 20.044
H -24.132 3.619 19.335
P -16.774 16.955 23.734
F -17.418 16.572 25.143
F -17.936 16.017 23.186
F -17.797 18.217 23.568
F -16.118 17.283 22.320
F -15.607 17.840 24.407
F -15.861 15.634 23.808
P -15.773 8.519 15.340
F -17.166 9.372 15.272
F -14.928 9.654 14.566
F -15.235 9.274 16.709
F -14.443 7.518 15.517
F -16.575 7.349 16.140
F -16.281 7.832 13.915
P -24.214 10.322 23.794
F -25.589 10.095 22.965
F -24.674 9.372 25.093
F -23.560 9.028 22.942
F -22.758 10.509 24.480
F -23.593 11.140 22.620
F -24.698 11.706 24.480
P -15.117 8.496 24.884
F -14.633 9.973 24.243
F -16.702 9.004 24.989
F -15.604 8.038 23.343
F -15.463 7.061 25.577
F -13.651 7.932 24.611
F -14.781 9.355 26.258
*
```

Mulliken population analysis, charges in e, atoms 1 to 8: -1.507 -0.285 -0.739 -1.000 -0.120 -0.828 -0.633 -0.685